[1]
{
  "formula": "ClH14NO5",
  "method": "the ωB97M-V functional and the def2-TZVPD basis",
  "lumo_ha": -0.0552,
  "homo_lumo_gap_ev": 8.52,
  "e_above_lowest_kcal_mol": 10.8,
  "homo_ha": -0.3685,
  "molar_mass_g_mol": 143.57,
  "elements": ["N", "H", "H", "H", "H", "Cl", "O", "H", "H", "O", "H", "H", "O", "H", "H", "O", "H", "H", "O", "H", "H"],
  "coordinates": [[-4.376, -5.044, -7.672], [-5.131, -5.546, -7.226], [-4.784, -4.142, -7.874], [-4.188, -5.510, -8.548], [-3.534, -5.017, -7.114], [-2.233, -6.657, -5.745], [-0.397, -6.179, -8.504], [-0.834, -6.449, -7.696], [-1.111, -5.960, -9.102], [-1.469, -3.282, -4.970], [-2.145, -2.863, -5.503], [-1.655, -4.219, -5.041], [-5.018, -8.179, -4.445], [-4.358, -7.558, -4.752], [-4.625, -8.585, -3.672], [-2.359, -9.739, -5.209], [-1.839, -10.082, -5.936], [-2.334, -8.789, -5.322], [1.252, -6.566, -4.539], [0.305, -6.569, -4.678], [1.436, -7.407, -4.120]],
  "mulliken_charge": [-0.380, 0.375, 0.396, 0.374, 0.115, -0.831, -0.583, 0.330, 0.257, -0.593, 0.267, 0.346, -0.605, 0.264, 0.313, -0.572, 0.281, 0.254, -0.618, 0.301, 0.309]
}

[2]
{
  "formula": "ClH16O8",
  "method": "the ωB97M-V functional and the def2-TZVPD basis",
  "lumo_ha": 0.1163,
  "homo_lumo_gap_ev": 10.29,
  "total_charge": -1,
  "e_above_lowest_kcal_mol": 7.9,
  "homo_ha": -0.2619,
  "molar_mass_g_mol": 179.57,
  "elements": ["Cl", "O", "H", "H", "O", "H", "H", "O", "H", "H", "O", "H", "H", "O", "H", "H", "O", "H", "H", "O", "H", "H", "O", "H", "H"],
  "coordinates": [[-0.017, -0.432, -0.083], [-3.113, 0.301, -0.784], [-2.178, 0.121, -0.678], [-3.480, 0.186, 0.092], [1.809, 2.621, -0.170], [1.170, 2.138, 0.356], [1.949, 2.072, -0.941], [1.577, -0.554, 3.045], [1.168, -0.690, 2.190], [1.148, -1.187, 3.620], [-0.326, 1.267, -2.923], [-0.248, 0.689, -2.163], [-0.040, 0.731, -3.662], [-1.578, 2.241, 1.809], [-1.416, 1.546, 1.170], [-1.017, 2.019, 2.552], [0.744, -1.555, -2.951], [-0.023, -1.929, -3.385], [0.473, -1.439, -2.041], [3.496, -1.286, 0.394], [3.870, -0.681, -0.246], [2.604, -0.968, 0.532], [-2.206, -1.613, 1.793], [-2.891, -2.060, 1.295], [-1.475, -1.538, 1.179]],
  "mulliken_charge": [-0.891, -0.637, 0.290, 0.322, -0.624, 0.338, 0.301, -0.614, 0.257, 0.289, -0.625, 0.306, 0.312, -0.638, 0.343, 0.323, -0.608, 0.308, 0.284, -0.625, 0.293, 0.316, -0.584, 0.292, 0.270]
}